A molecular structure, C21H23AsF8IrN8S in a non-equilibrium geometry. Source: the Open Molecules 2025 dataset; level of theory: ωB97M-V with the def2-TZVPD basis set.

Geometry as XYZ:
```
63
Properties=species:S:1:pos:R:3:forces:R:3:mulliken_spin:R:1
Ir 0.344147 -0.085747 -0.563547 1.31 -0.19 -0.56 1.694
As -2.471540 2.908491 -1.109732 0.09 -0.01 1.42 0.006
S 1.718319 1.333847 6.640791 -0.01 -0.10 0.03 1.127
F -3.907944 3.830065 -1.147397 0.18 -0.44 -0.28 0.000
F -3.260794 1.560187 -0.280143 0.62 0.32 -0.11 0.002
F -0.777251 1.911062 -0.912235 -1.50 0.66 -0.26 0.011
F -2.795850 2.082342 -2.592317 -0.10 -0.63 -0.13 0.001
F -2.019347 3.679351 0.373672 -0.02 -0.75 -0.26 0.003
F 3.541605 3.940819 -2.001511 0.23 -3.95 1.56 0.039
F 5.707874 -0.153625 -1.353479 1.62 -0.68 0.14 0.020
F -1.538361 3.964353 -2.010136 0.70 0.92 -0.47 0.003
N -0.929909 1.189586 6.250727 1.62 0.33 0.96 0.177
N 1.937123 -1.738503 -0.261472 0.74 -6.91 0.43 0.226
N -3.646530 -1.326065 -0.940507 -0.90 -0.01 -0.93 0.014
N 0.377322 0.331999 1.497413 0.28 0.71 -0.86 0.178
N -1.071277 -0.168192 -4.494208 -1.42 0.16 -2.06 0.000
N -2.198994 -0.650829 -2.535840 0.03 0.04 -0.68 0.015
N 0.141929 -0.461924 -2.599815 -0.82 0.49 1.11 0.012
N -1.349867 -1.151347 -0.406833 -1.44 0.21 -0.20 0.072
C -2.399515 -1.047587 -1.241053 1.50 -0.13 0.12 -0.002
C 1.621397 0.703582 3.519969 -1.33 -0.03 -0.29 0.087
C 3.565810 2.585125 -1.537291 -0.35 4.56 -1.62 0.174
C -4.728584 -1.367745 -1.946012 0.77 0.31 -0.66 -0.001
C 1.620985 -3.193898 0.084510 3.07 6.44 -2.21 -0.026
C 3.255982 -1.519636 -0.594023 -0.86 2.19 1.43 0.059
C 0.319158 1.127284 5.674181 -1.08 -0.02 -1.93 0.220
C -4.134128 -1.272287 0.389183 -1.11 -1.21 1.10 0.004
C 0.386498 0.987060 4.213054 1.44 0.03 2.35 0.064
C 4.654294 0.577960 -1.242956 -2.10 -0.94 -0.36 0.210
C 3.412667 -0.074353 -0.916971 0.75 -1.67 0.04 0.076
C 1.554160 0.366064 2.185182 -0.21 0.26 1.67 -0.014
C -0.728358 0.858715 2.100360 0.16 -0.64 0.41 0.023
C 4.347393 -2.360243 -0.347629 -2.26 -4.49 -0.04 0.163
C 2.369900 2.011973 -1.156208 -1.75 2.97 -1.03 0.004
C -0.766262 1.119799 3.443693 0.19 -0.20 -1.29 0.098
C 2.626899 -4.142878 0.069809 -0.16 -0.33 0.84 0.081
C 4.713846 1.865743 -1.604890 2.48 -0.15 0.74 0.034
C 3.958600 -3.854997 -0.117471 1.23 5.31 -0.12 -0.083
C -1.008342 -0.410245 -3.209032 0.13 -0.35 1.73 0.003
C 2.254158 0.712236 -0.947169 -1.99 -1.72 1.17 0.110
H 0.590644 -3.223871 0.171781 -1.73 -0.96 0.67 0.005
H -4.432678 -2.275964 0.735772 -0.04 0.31 -0.16 0.000
H 2.484487 0.100970 1.717114 -0.09 -0.19 -0.54 0.019
H -4.978268 -0.347582 -2.259091 0.09 -0.01 -0.17 0.001
H 2.433286 -5.136975 0.446190 -0.45 -0.24 -0.42 0.002
H 5.752870 2.129169 -1.667825 0.08 1.24 -0.81 0.002
H -1.711163 0.827624 5.767487 -0.63 -0.43 -0.48 -0.003
H -5.622808 -1.731270 -1.475951 -0.18 -0.48 0.18 0.000
H -1.678974 1.475215 3.833859 -0.81 0.43 0.43 0.014
H -3.052463 -0.268404 -2.931531 0.50 0.14 -0.33 0.001
H 2.552227 0.710394 4.062503 0.20 -0.09 -0.12 0.020
H 4.699240 -4.609824 0.058955 0.35 -0.08 -0.15 -0.002
H -1.628260 1.014642 1.516494 0.23 -0.08 -0.28 0.030
H 1.466727 2.627764 -1.240287 0.35 0.01 0.23 0.022
H 0.858321 -0.261360 -3.253946 1.04 -0.04 -0.40 0.003
H -4.444261 -1.998077 -2.812169 -0.28 0.33 0.56 0.001
H -1.618906 -1.448662 0.515641 -0.11 -0.29 0.17 -0.006
H 5.326127 -1.910531 -0.351240 0.21 -0.77 -0.12 0.011
H -4.988525 -0.601891 0.491256 0.10 0.04 -0.23 0.001
H -1.019566 1.204127 7.264433 0.09 0.10 -0.46 -0.005
H -3.385452 -0.936236 1.040790 0.95 0.65 0.99 -0.002
H -0.368946 0.363254 -4.995489 -0.11 -0.25 0.30 0.000
H -1.930873 -0.370053 -5.007415 0.52 0.28 0.23 0.000
```
Forces are in eV/Å.

Summary:
E: -4788.70646 a.u.
Total charge: +2
Gap between HOMO and LUMO (spin up / spin down): 4.981 / 4.723 eV
HOMO level (spin up / spin down): -11.4 / -14.4 eV
Multiplicity: 6
Relative energy (zero: lowest compared OMol25 entry of this formula, charge and spin): 73.3 kcal per mole

2 unconnected molecules or ions with the total composition C4H12 in a non-equilibrium geometry. Source: the Open Molecules 2025 dataset; level of theory: ωB97M-V with the def2-TZVPD basis set.

Geometry as XYZ:
```
16
Properties=species:S:1:pos:R:3:forces:R:3:lowdin_charge:R:1
C -0.830176 0.629600 -1.302435 -0.80 -0.61 -0.74 -0.172
C 0.710700 -0.660647 2.340600 -1.55 -0.13 -0.21 -0.161
C 0.257648 -1.615312 1.217690 1.41 1.17 0.32 -0.162
C -0.133642 1.609344 -2.230285 -0.36 0.27 -0.26 -0.167
H 0.477010 -1.106360 0.295081 -0.35 0.30 -0.35 0.011
H -1.327107 1.040919 -0.426554 0.85 0.44 0.44 0.066
H 1.781879 -0.548755 2.268181 0.19 0.37 0.46 0.060
H -1.729302 0.171941 -1.749717 0.56 -0.12 -0.46 0.072
H -0.801555 -1.808426 1.276136 -0.08 -0.75 -0.10 0.069
H 0.157620 0.276763 2.236243 0.55 0.34 -0.35 0.055
H 0.009934 1.255564 -3.255162 -0.28 -0.34 0.14 0.064
H 0.996796 -2.405860 1.135435 -0.73 -0.99 0.45 0.063
H 0.871128 1.838966 -1.899591 0.11 0.30 0.37 0.058
H -0.725620 2.513186 -2.309655 0.13 0.41 -0.04 0.057
H 0.337839 -0.958850 3.323907 0.68 -0.53 0.07 0.059
H -0.121876 -0.154268 -1.066036 -0.34 -0.12 0.28 0.028
```
Forces are in eV/Å.

Summary:
E: -159.56350 a.u.
Structure (SMILES): CC.CC
Total charge: 0
Gap between HOMO and LUMO: 12.322 eV
HOMO level: -11.2 eV
Relative energy (zero: lowest compared OMol25 entry of this formula, charge and spin): 13.5 kcal per mole

A molecular structure, C31H55O6SiV in a non-equilibrium geometry. Source: the Open Molecules 2025 dataset; level of theory: ωB97M-V with the def2-TZVPD basis set.

Geometry as XYZ:
```
94
Properties=species:S:1:pos:R:3:forces:R:3:mulliken_spin:R:1
V -0.224514 -0.457578 -1.238505 0.61 0.84 3.14 2.465
Si 0.625969 0.947837 1.960816 -0.40 -0.64 -1.94 0.003
O 0.356453 2.485283 2.527082 0.48 1.30 -0.09 -0.006
O 0.243584 0.687459 0.412374 0.94 1.63 2.41 -0.011
O -0.169455 0.013878 3.081664 -0.93 0.19 1.16 0.032
O 2.913773 3.044682 -3.469742 -1.26 0.60 -0.04 0.000
O 2.235401 0.616088 2.175856 0.93 -0.56 0.69 -0.021
O -0.040577 -0.429108 -3.294064 0.19 1.39 -5.34 0.011
C 2.422985 3.739846 2.924764 0.33 0.15 0.12 0.000
C -0.252843 0.007669 -5.483431 0.00 -0.01 0.19 0.001
C 2.996053 -0.052764 3.226682 -0.63 0.46 -0.78 0.000
C 1.020295 4.542629 -3.815691 0.11 -0.18 0.00 0.003
C 0.675500 -2.617229 -1.886564 0.82 -1.27 0.23 0.119
C 0.736195 -1.903950 0.290069 0.60 -0.83 -0.34 -0.056
C 2.594293 -1.516195 3.338139 0.00 -0.29 0.04 0.002
C 1.344118 -1.796752 -4.922468 0.25 -0.44 0.06 0.009
C -0.738591 1.467020 5.055767 -0.08 0.44 0.39 0.001
C -1.017829 -0.987724 5.092236 -0.03 -0.25 0.05 0.000
C 1.900139 2.684867 -2.486165 0.51 -0.38 0.69 -0.075
C 1.845007 -1.303644 -0.403289 -0.16 -1.01 -0.32 -0.034
C 1.332377 3.744789 0.714032 0.07 0.17 -0.32 -0.003
C 4.461914 0.059365 2.824028 0.21 0.03 -0.03 0.000
C 0.032155 -2.732225 -0.628896 1.37 -0.22 -0.17 -0.011
C -2.494238 0.444694 3.671914 -0.26 -0.15 -0.04 0.001
C 1.081566 3.711474 2.208577 -0.43 -0.85 -0.05 0.001
C -2.245257 -1.146957 -0.384874 -0.96 1.43 -0.19 -0.009
C -0.009435 -1.210517 -4.603223 0.13 -0.67 -0.12 0.065
C 2.769309 0.622498 4.566079 0.07 0.08 0.38 0.000
C -2.189358 1.018867 -1.223125 -0.70 -0.45 0.17 0.104
C -2.147369 0.237542 -0.028446 -1.48 -0.53 -0.65 -0.001
C 0.216295 4.891711 2.639531 -0.14 0.12 0.04 -0.001
C -2.457858 0.131911 -2.307273 -0.42 -0.69 0.69 0.042
C -1.160572 -2.173825 -4.686401 -0.25 -0.46 -0.02 0.008
C 1.808582 -1.755482 -1.748669 -0.11 -0.46 0.61 0.042
C 0.637132 3.550243 -2.680758 0.30 0.09 -0.32 0.006
C 2.480969 4.214572 -4.198662 0.34 -0.30 0.03 0.001
C -0.216631 0.776313 -4.201743 0.07 0.43 1.16 0.035
C -1.088016 0.249953 4.210321 0.73 0.02 -0.93 0.004
C -2.385445 -1.206066 -1.811804 -1.73 0.80 -0.02 0.023
H 3.037101 1.684642 4.536023 -0.06 -0.26 0.02 0.000
H -1.220393 -0.005768 -5.982618 0.03 0.05 -0.02 0.000
H -2.105018 -1.617070 -4.631168 0.18 -0.26 0.10 0.004
H 3.046195 2.891835 2.613324 -0.25 0.19 0.10 0.000
H -2.567248 -2.099867 -2.400899 0.12 0.17 0.25 0.006
H 1.690054 1.592978 -2.568455 0.23 0.75 0.12 0.117
H 0.446640 -3.234550 -2.748608 -0.01 0.23 0.22 -0.019
H 3.165949 5.066136 -3.990456 -0.32 -0.48 0.01 0.000
H 0.471111 -1.809597 1.343116 0.10 0.21 -0.45 0.020
H -0.762610 4.865822 2.147488 0.16 -0.11 0.05 0.000
H 2.059356 2.966754 0.452555 -0.35 0.03 0.02 -0.006
H 2.601878 -0.644429 0.011506 -0.43 -0.01 -0.02 0.068
H -2.110849 2.104602 -1.290734 -0.11 -0.32 0.13 0.015
H 0.703593 5.837655 2.365919 -0.03 -0.19 0.05 0.000
H 5.096854 -0.436620 3.570001 -0.10 0.06 -0.10 0.000
H 1.724824 0.525151 4.882077 0.34 0.00 -0.18 0.000
H 0.674224 1.395823 -4.090023 -0.38 0.00 -0.10 0.005
H 2.949674 4.663995 2.650178 -0.06 -0.10 0.08 0.000
H 4.769190 1.110370 2.766423 -0.08 -0.13 -0.04 0.000
H -1.720165 -0.869503 5.929355 0.14 -0.10 -0.14 0.000
H -1.149732 1.312071 -4.002165 0.47 -0.06 0.36 -0.025
H 3.196772 -1.999261 4.122343 -0.09 0.08 -0.16 0.000
H 2.549990 -1.531051 -2.510610 -0.26 0.06 0.18 0.014
H -2.801641 0.442195 -3.293086 0.46 -0.22 0.08 -0.009
H 2.332092 2.841155 -1.478566 -0.20 -0.09 -0.64 0.023
H 0.378619 4.413092 -4.699335 0.07 0.11 0.33 0.000
H -0.784371 -3.411926 -0.391258 0.16 0.40 -0.15 0.005
H -2.799618 -0.426120 3.083618 0.02 0.17 -0.04 -0.001
H 1.382619 -2.000844 -6.003527 -0.07 0.05 0.21 -0.001
H -2.181899 0.640329 0.976345 0.51 -0.21 -0.31 0.012
H 2.127415 -1.062673 -4.691513 -0.13 -0.28 -0.01 -0.002
H 0.541113 0.265723 -6.184696 -0.04 -0.17 0.02 -0.003
H -0.643244 2.373241 4.452069 0.03 -0.28 0.10 0.000
H -1.126145 -2.927678 -3.894164 -0.10 0.23 -0.18 -0.003
H 1.526273 -2.744183 -4.402791 0.17 0.34 0.00 0.001
H 4.644482 -0.414166 1.852116 -0.13 0.11 0.15 0.000
H 1.538143 -1.601697 3.614576 0.20 0.01 -0.14 0.000
H 2.564195 3.972947 -5.272257 0.03 0.15 0.31 0.000
H 2.308512 3.727428 4.015012 -0.06 -0.04 -0.16 0.000
H 0.056597 4.901212 3.723504 0.02 -0.11 -0.12 0.000
H 0.947256 5.582793 -3.476580 -0.10 -0.22 -0.13 0.000
H -0.223554 2.927006 -2.952722 0.29 0.30 0.12 0.013
H -1.123448 -2.696052 -5.654885 0.03 0.16 0.12 0.001
H 0.398153 3.587077 0.165289 0.21 -0.20 0.20 0.004
H -1.555074 1.625719 5.778354 0.17 -0.09 -0.14 0.000
H 0.365431 4.078622 -1.759526 0.19 -0.15 -0.35 0.001
H -1.283891 -1.887062 4.525334 0.02 0.14 0.06 0.000
H 2.765909 -2.044549 2.395255 -0.09 0.09 0.08 0.003
H 3.402082 0.119400 5.309419 -0.11 0.16 0.01 0.000
H -2.551657 1.347033 3.052302 0.04 -0.18 0.07 0.000
H -2.356573 -1.985597 0.300966 0.30 0.38 -0.20 0.004
H -0.010576 -1.128239 5.506326 -0.18 0.08 -0.13 0.000
H 1.754220 4.705592 0.391281 -0.01 -0.01 0.16 0.000
H 0.171593 1.320575 5.644251 -0.08 0.07 -0.15 0.000
H -3.189876 0.559557 4.515571 0.07 -0.02 -0.21 0.000
```
Forces are in eV/Å.

Summary:
E: -2899.24018 a.u.
Total charge: -1
Gap between HOMO and LUMO (spin up / spin down): 4.172 / 6.221 eV
HOMO level (spin up / spin down): -1.6 / -3.7 eV
Multiplicity: 4
Relative energy (zero: lowest compared OMol25 entry of this formula, charge and spin): 23.6 kcal per mole

Please write out number 2 again, unchanged.
2 unconnected molecules or ions with the total composition C4H12 in a non-equilibrium geometry. Source: the Open Molecules 2025 dataset; level of theory: ωB97M-V with the def2-TZVPD basis set.

Geometry as XYZ:
```
16
Properties=species:S:1:pos:R:3:forces:R:3:lowdin_charge:R:1
C -0.830176 0.629600 -1.302435 -0.80 -0.61 -0.74 -0.172
C 0.710700 -0.660647 2.340600 -1.55 -0.13 -0.21 -0.161
C 0.257648 -1.615312 1.217690 1.41 1.17 0.32 -0.162
C -0.133642 1.609344 -2.230285 -0.36 0.27 -0.26 -0.167
H 0.477010 -1.106360 0.295081 -0.35 0.30 -0.35 0.011
H -1.327107 1.040919 -0.426554 0.85 0.44 0.44 0.066
H 1.781879 -0.548755 2.268181 0.19 0.37 0.46 0.060
H -1.729302 0.171941 -1.749717 0.56 -0.12 -0.46 0.072
H -0.801555 -1.808426 1.276136 -0.08 -0.75 -0.10 0.069
H 0.157620 0.276763 2.236243 0.55 0.34 -0.35 0.055
H 0.009934 1.255564 -3.255162 -0.28 -0.34 0.14 0.064
H 0.996796 -2.405860 1.135435 -0.73 -0.99 0.45 0.063
H 0.871128 1.838966 -1.899591 0.11 0.30 0.37 0.058
H -0.725620 2.513186 -2.309655 0.13 0.41 -0.04 0.057
H 0.337839 -0.958850 3.323907 0.68 -0.53 0.07 0.059
H -0.121876 -0.154268 -1.066036 -0.34 -0.12 0.28 0.028
```
Forces are in eV/Å.

Summary:
E: -159.56350 a.u.
Structure (SMILES): CC.CC
Total charge: 0
Gap between HOMO and LUMO: 12.322 eV
HOMO level: -11.2 eV
Relative energy (zero: lowest compared OMol25 entry of this formula, charge and spin): 13.5 kcal per mole